# 1
Here is C9H13FeNO3S as an isolated structure in a non-equilibrium geometry from the OMol25 dataset. Energies are from the ωB97M-V functional and the def2-TZVPD basis.

The geometry in XYZ format:
```
28
Properties=species:S:1:pos:R:3:forces:R:3
C -0.97337 0.37079 -2.37345 1.445 -0.074 -0.935
C -0.36152 -0.90335 -2.08412 0.519 0.739 -1.059
C 0.96386 -0.66319 -1.60910 -0.466 0.132 -0.719
C 1.18056 0.73962 -1.54972 -1.012 -0.047 -1.398
C -0.02398 1.39681 -1.97362 1.010 -1.046 -1.835
Fe -0.97581 0.43857 -0.29772 3.194 -5.717 1.553
C -1.24927 -1.71472 0.79077 0.230 -0.736 0.584
C -2.32100 -1.21260 0.13818 -0.978 0.834 -0.207
C -3.60156 -1.07439 -0.20656 0.494 0.067 -0.050
N -1.97199 1.65555 -0.05293 -4.597 5.549 1.929
H 1.70467 -1.42858 -1.40767 -0.224 0.194 0.310
H -0.80153 -1.88348 -2.27400 0.032 0.336 0.181
H 2.12952 1.24742 -1.43617 -0.296 -0.186 0.604
H -0.13808 2.46947 -2.08995 -0.127 -0.297 0.158
H -1.91313 0.53302 -2.89302 0.041 -0.016 0.511
H -0.62248 -2.51478 0.37622 -0.049 0.710 -0.119
H -2.52507 2.39258 0.38760 0.032 -0.169 -0.044
H -1.07696 -1.50373 1.85301 -0.259 -0.019 -0.433
H -4.33434 -1.87026 -0.05028 0.088 -0.042 0.261
H -3.96257 -0.13854 -0.64671 0.301 -0.452 -0.017
C 2.98952 0.44570 3.01550 0.056 -0.018 0.213
S 2.27422 0.47480 1.36366 -2.302 -0.052 -0.888
O 2.52658 1.81761 0.83237 0.540 -0.434 0.650
O 2.91121 -0.61900 0.62398 0.414 0.459 0.637
O 0.81206 0.22978 1.58932 1.849 0.309 0.107
H 3.60842 1.33628 3.14639 -0.075 -0.127 -0.006
H 3.59381 -0.45911 3.10184 -0.092 0.082 0.087
H 2.15826 0.43773 3.72619 0.233 0.020 -0.074
```
Forces are in eV/Å.

Properties
gap between HOMO and LUMO (spin up / spin down)	3.922 / 4.232	eV
multiplicity	5
total charge	-2

=====

# 2
Here is C35H49O2Sn as an isolated structure in a non-equilibrium geometry from the OMol25 dataset. Energies are from the ωB97M-V functional and the def2-TZVPD basis.

The geometry in XYZ format:
```
87
Properties=species:S:1:pos:R:3:forces:R:3
C -0.86773 5.36505 3.97092 -0.087 0.115 -0.052
C -0.66564 3.88378 4.24820 0.090 -0.189 0.013
C 0.81099 3.52943 4.46005 -0.051 0.270 0.068
C 1.06100 2.03472 4.67422 0.023 -0.225 0.065
Sn 2.27173 1.24070 3.10030 0.309 0.082 0.117
C 4.16855 2.27933 3.12972 -0.355 0.114 -0.048
C 5.28793 1.30143 3.41381 0.353 -0.064 0.031
C 6.67933 1.94277 3.43300 -0.121 0.066 -0.029
C 7.77313 0.92301 3.70547 0.178 -0.038 0.021
C 2.57281 -0.84290 3.50529 0.319 0.085 -0.202
C 1.24092 -1.59281 3.58103 -0.395 -0.113 0.072
C 0.96606 -2.24484 4.94084 0.249 0.094 -0.071
C -0.38885 -2.93481 4.97840 -0.112 -0.058 0.058
C 1.31530 1.53268 1.20918 0.285 0.509 -0.108
C 0.01526 0.83553 1.21191 -0.202 -0.335 -0.132
C -0.13739 -0.40962 0.79299 -0.356 0.114 0.116
H -1.92149 5.61797 3.82996 0.064 -0.051 0.001
H -0.48848 5.97408 4.79491 -0.001 -0.021 0.032
H -0.33118 5.67252 3.07047 -0.013 -0.032 -0.010
H -1.24542 3.58119 5.13157 0.157 0.053 -0.066
H -1.06731 3.28254 3.42111 0.097 0.110 0.038
H 1.39016 3.87683 3.59264 -0.187 0.211 0.025
H 1.20159 4.11357 5.30709 -0.123 -0.106 -0.106
H 1.58700 1.83210 5.61164 -0.123 0.014 -0.021
H 0.12760 1.46747 4.69299 -0.044 0.056 0.116
H 4.31447 2.77549 2.16709 0.031 -0.008 -0.011
H 4.13102 3.06484 3.88869 0.019 0.021 0.025
H 5.10566 0.80201 4.37592 0.108 0.044 -0.061
H 5.27095 0.49733 2.66463 0.107 0.067 0.066
H 6.86155 2.44922 2.47514 -0.056 -0.140 0.071
H 6.70496 2.74047 4.18817 -0.045 -0.149 -0.026
H 8.76689 1.37691 3.71605 -0.042 -0.005 -0.002
H 7.62222 0.43374 4.67032 -0.014 0.021 0.016
H 7.77590 0.13844 2.94545 -0.011 0.022 -0.019
H 3.22637 -1.23614 2.72154 -0.019 -0.099 0.146
H 3.12064 -0.90995 4.44859 0.053 -0.077 -0.016
H 0.42007 -0.89961 3.35217 -0.034 -0.351 0.134
H 1.18493 -2.36216 2.79633 0.017 0.151 0.165
H 1.76457 -2.96307 5.17413 -0.085 0.049 -0.097
H 1.02736 -1.48030 5.72777 -0.072 -0.023 -0.098
H -0.58817 -3.40215 5.94594 0.040 0.030 -0.027
H -1.19536 -2.22479 4.78153 0.027 0.013 -0.001
H -0.45427 -3.71374 4.21498 0.032 0.020 0.008
H 1.19941 2.60639 1.03885 0.038 -0.022 0.012
H 1.96952 1.14674 0.42387 0.013 -0.014 0.066
H -0.83788 1.36465 1.61418 -0.152 0.131 0.021
H -1.08810 -0.90746 0.82242 -0.268 -0.107 -0.062
H 0.69411 -0.97332 0.41764 0.332 -0.221 -0.275
C -6.98271 3.38364 -2.84158 0.248 0.227 0.160
O -5.76098 3.76200 -2.25337 -0.138 0.155 -0.033
C -4.75025 2.81754 -2.37193 0.477 -0.721 -0.137
C -3.48756 3.13820 -1.84030 -0.963 0.278 -0.203
C -2.44504 2.25660 -1.89202 -0.299 -0.182 -0.166
C -2.60171 0.98172 -2.48285 0.443 -0.716 -0.070
C -1.52327 0.06601 -2.49411 0.192 -0.279 -0.108
C -1.48131 -1.24373 -3.02788 -0.054 1.290 0.549
C -0.29079 -2.00372 -2.95458 -0.219 -0.183 -0.075
C -0.22805 -3.26412 -3.47870 -0.358 -0.687 -0.656
C -1.34198 -3.84659 -4.10321 -0.209 0.531 -0.252
O -1.23003 -5.12308 -4.70999 0.167 -0.455 -1.339
C -1.07113 -5.16571 -6.12324 0.005 0.668 0.845
C 0.18614 -5.40794 -6.68336 -0.396 0.024 0.960
C 0.36700 -5.35823 -8.04537 -0.047 -0.040 -0.296
C -0.69975 -5.08170 -8.87883 0.032 -0.014 -0.262
C -1.95904 -4.88840 -8.34485 0.094 -0.035 -0.232
C -2.14654 -4.93244 -6.98336 0.079 -0.130 0.943
C -2.53692 -3.11547 -4.15391 0.875 -1.155 -0.291
C -2.59037 -1.85550 -3.64273 -1.879 1.119 -0.151
C -3.86623 0.68439 -3.02840 0.292 -2.051 -0.799
C -4.90651 1.55907 -2.97802 -0.775 1.529 0.405
H -7.69064 4.20526 -2.73080 0.141 0.062 0.101
H -6.83899 3.18593 -3.90464 -0.142 -0.137 -0.143
H -7.38336 2.49967 -2.34257 -0.143 -0.149 -0.091
H -3.36475 4.11084 -1.39714 0.041 0.301 0.176
H -1.48822 2.52882 -1.47806 0.232 0.044 0.094
H -0.62609 0.40393 -2.00911 0.396 0.130 0.148
H 0.58146 -1.56550 -2.50248 0.241 0.131 0.162
H 0.69249 -3.82001 -3.46730 0.312 -0.202 0.066
H 1.01192 -5.61738 -6.02614 0.178 0.025 0.193
H 1.34493 -5.52534 -8.46563 0.199 -0.032 -0.039
H -0.55093 -5.01777 -9.94335 0.033 -0.018 -0.224
H -2.79508 -4.69403 -8.99624 -0.167 0.046 -0.090
H -3.12471 -4.78788 -6.56089 -0.191 0.114 0.112
H -3.40090 -3.55683 -4.61358 -0.330 -0.162 -0.183
H -3.56428 -1.18135 -3.69984 3.836 -5.445 -0.821
H -3.95894 -0.39789 -3.51616 -1.938 6.228 1.883
H -5.84953 1.28170 -3.41257 -0.238 -0.123 -0.096
```
Forces are in eV/Å.

Properties
gap between HOMO and LUMO	3.897	eV
energy above the lowest of the compared OMol25 structures with the same formula, charge and spin	138.1	kJ/mol
total charge	-1

=====

| no. | E (hartree) |
| --- | --- |
| 1 | -2292.881900 |
| 2 | -1727.674317 |